a) {"formula": "C3H4N4", "method": "wB97M-V/def2-TZVPD", "homo_ha": -0.308, "orbital_gap_ev": 8.08, "symbols": ["N", "C", "C", "N", "C", "N", "N", "H", "H", "H", "H"], "xyz": [[-1.2906, -0.1027, 1.4334], [-0.3713, 0.0835, 0.4312], [-0.1905, -0.9645, -0.5485], [0.6485, -0.8933, -1.5228], [1.2391, 0.3380, -1.7565], [1.0665, 1.2611, -0.7917], [0.3790, 1.1613, 0.4040], [-1.5759, -1.0473, 1.6541], [-1.2120, 0.5179, 2.2251], [-0.7216, -1.9092, -0.4258], [2.0290, 1.5552, -1.1026]], "lowdin_charge": [0.119, -0.380, -0.089, 0.042, -0.170, -0.060, 0.112, 0.096, 0.100, 0.112, 0.118]}

---

b) {"formula": "C3H4N4", "method": "wB97M-V/def2-TZVPD", "homo_ha": -0.368, "smiles": "N#C[C@@H]1CN=NN1", "orbital_gap_ev": 10.70, "symbols": ["C", "C", "C", "N", "N", "N", "N", "H", "H", "H", "H"], "xyz": [[-1.6138, -0.0861, 0.0157], [0.5500, 0.8485, -0.5838], [-0.2758, 0.1066, 0.4780], [-2.6451, -0.2060, -0.4263], [1.7049, -0.0305, -0.7250], [1.5749, -1.0350, -0.0313], [0.4957, -1.0879, 0.7493], [-0.0738, 0.8340, -1.5349], [0.8182, 1.8564, -0.5224], [-0.5013, 0.6574, 1.4915], [-0.0338, -1.8574, 1.0890]], "lowdin_charge": [-0.231, -0.137, -0.320, 0.173, 0.005, -0.037, 0.010, 0.135, 0.091, 0.176, 0.135]}

---

b) ends up most stable, edging out the next structure by 0.0440 hartree.

---

a) {"formula": "C11H14N2OPRu", "method": "wB97M-V/def2-TZVPD", "s_squared": 8.788, "homo_ha": [-0.162, -0.302], "spin_multiplicity": 6, "orbital_gap_ev": [4.75, 5.72], "symbols": ["C", "C", "C", "C", "C", "Ru", "P", "H", "H", "H", "H", "H", "H", "H", "H", "N", "C", "O", "C", "C", "C", "N", "C", "C", "H", "H", "H", "H", "H", "H"], "xyz": [[-1.2449, 0.0491, -3.0925], [-1.8937, 1.0326, -3.9267], [-0.8819, 1.9021, -4.3924], [0.3948, 1.4594, -3.9761], [0.1749, 0.3125, -3.1300], [0.0094, -1.6191, -0.9556], [-0.2402, -3.6543, -1.7499], [-1.6678, -0.7750, -2.4963], [-2.9579, 1.0927, -4.1304], [-1.0557, 2.7712, -5.0300], [0.9116, -0.3258, -2.5994], [1.3617, 1.8901, -4.2245], [0.8981, -4.2445, -2.4029], [-1.3248, -3.9061, -2.6571], [-0.4927, -4.6044, -0.6986], [0.7537, 0.9369, 5.5770], [0.8332, 1.6476, 4.4125], [1.1185, 2.8423, 4.4060], [0.5919, 0.8608, 3.1567], [0.3845, -0.5291, 3.1240], [0.2155, -1.1616, 1.8902], [0.2354, -0.4610, 0.7455], [0.4306, 0.8736, 0.7353], [0.6015, 1.5564, 1.9418], [0.8642, 1.4540, 6.4323], [0.3605, 0.0125, 5.6294], [0.3534, -1.1531, 4.0145], [0.0646, -2.2344, 1.7276], [0.4504, 1.3406, -0.2498], [0.7512, 2.6336, 1.9194]], "lowdin_charge": [-0.121, -0.051, -0.119, -0.041, -0.158, 0.653, 0.513, 0.048, 0.105, 0.098, 0.041, 0.111, -0.115, -0.113, -0.105, 0.137, -0.526, 0.004, -0.186, -0.050, -0.207, -0.242, -0.174, -0.031, 0.098, 0.072, 0.089, 0.077, 0.084, 0.110]}

---

b) {"formula": "C11H14N2OPRu", "method": "wB97M-V/def2-TZVPD", "s_squared": 8.802, "homo_ha": [-0.154, -0.313], "spin_multiplicity": 6, "orbital_gap_ev": [4.47, 6.77], "symbols": ["C", "C", "C", "C", "C", "Ru", "P", "H", "H", "H", "H", "H", "H", "H", "H", "N", "C", "O", "C", "C", "C", "C", "N", "C", "H", "H", "H", "H", "H", "H"], "xyz": [[-0.8463, 0.9470, -1.1225], [-1.3841, 1.9867, -1.8714], [-0.3674, 2.6299, -2.6432], [0.9003, 2.0101, -2.4175], [0.7801, 0.9643, -1.5104], [0.5739, -1.5115, 1.1168], [0.3565, -2.9445, -0.5690], [-1.2941, 0.2327, -0.4289], [-2.4365, 2.2712, -1.8690], [-0.5359, 3.4723, -3.3114], [1.5082, 0.2629, -1.0985], [1.8343, 2.3148, -2.8902], [1.3904, -2.9532, -1.5698], [-0.8323, -2.8525, -1.3741], [0.3278, -4.3283, -0.1883], [1.1070, 0.4544, 7.4540], [0.8556, -0.3786, 6.3931], [0.6027, -1.5711, 6.5354], [0.8508, 0.2726, 5.0453], [0.8958, 1.6549, 4.8035], [0.8772, 2.1274, 3.4968], [0.7966, 1.2145, 2.4345], [0.7330, -0.0982, 2.6918], [0.7488, -0.5919, 3.9397], [1.2237, 0.0069, 8.3506], [1.5581, 1.3479, 7.3293], [0.9359, 2.3530, 5.6389], [0.9200, 3.1850, 3.2557], [0.7752, 1.4708, 1.3754], [0.6771, -1.6804, 3.9705]], "lowdin_charge": [-0.045, -0.146, -0.070, -0.147, -0.052, 0.713, 0.462, 0.051, 0.096, 0.104, 0.047, 0.095, -0.113, -0.111, -0.122, 0.146, -0.520, 0.006, -0.165, -0.099, -0.094, -0.226, -0.232, -0.109, 0.101, 0.080, 0.086, 0.097, 0.067, 0.100]}

---

b) ends up most stable, edging out the next structure by 0.0035 hartree.

---

a) {"formula": "C6H13N", "method": "wB97M-V/def2-TZVPD", "charge": 1, "s_squared": 0.759, "homo_ha": [-0.527, -0.535], "spin_multiplicity": 2, "orbital_gap_ev": [8.33, 8.59], "symbols": ["C", "C", "C", "C", "C", "N", "C", "H", "H", "H", "H", "H", "H", "H", "H", "H", "H", "H", "H", "H"], "xyz": [[1.0219, 0.7425, 2.1422], [1.8017, 0.9583, 0.7829], [1.4334, -0.0350, -0.2477], [0.1619, -0.1283, -0.7796], [-0.9360, 0.6862, -0.4484], [-2.2168, 0.5289, -0.7011], [-0.1777, -1.1250, -1.8729], [1.3161, -0.2365, 2.5304], [1.2028, 1.5529, 2.8478], [-0.0475, 0.6324, 1.9558], [2.8461, 0.9635, 1.0598], [1.5482, 1.9498, 0.3890], [-2.5613, -1.6034, 0.8528], [2.1132, -0.8249, -0.5682], [-2.2077, -2.0021, 0.3224], [-2.7560, 1.1925, -0.1240], [-1.5422, 0.9322, -1.5854], [-1.1038, -0.8434, -2.3862], [-0.5289, -2.1186, -1.5742], [0.6328, -1.2220, -2.5953]], "lowdin_charge": [-0.052, -0.195, 0.057, -0.267, -0.036, 0.195, -0.042, 0.086, 0.087, 0.053, 0.114, 0.126, 0.048, 0.148, 0.037, 0.154, 0.219, 0.078, 0.090, 0.101]}

---

b) {"formula": "C6H13N", "method": "wB97M-V/def2-TZVPD", "charge": 1, "s_squared": 0.754, "homo_ha": [-0.455, -0.454], "spin_multiplicity": 2, "orbital_gap_ev": [8.00, 5.13], "symbols": ["C", "C", "C", "C", "C", "N", "C", "H", "H", "H", "H", "H", "H", "H", "H", "H", "H", "H", "H", "H"], "xyz": [[0.0872, -1.4527, 0.5093], [0.9382, -0.6247, -0.3724], [1.7978, 0.3728, 0.1129], [2.6585, 1.1428, -0.6837], [-1.1801, -0.6513, 0.9690], [-2.0430, -0.4369, -0.1810], [-2.4994, 0.9335, -0.3933], [-0.3014, -2.3095, -0.0409], [0.7077, -1.7935, 1.3468], [3.3294, -0.1333, -0.3304], [1.0213, -0.7754, -1.4462], [1.9455, 0.5784, 1.1743], [3.2913, 1.8483, -0.1568], [2.4592, 1.4027, -1.7185], [-0.7958, 0.1874, 1.5683], [-1.7083, -1.2578, 1.7145], [-1.6030, -0.8693, -0.9778], [-3.5114, 0.8789, -0.7932], [-2.7650, 1.3256, 0.5955], [-1.8285, 1.6340, -0.8964]], "lowdin_charge": [-0.153, -0.004, -0.129, 0.065, -0.216, -0.114, -0.112, 0.124, 0.138, 0.318, 0.142, 0.151, 0.100, 0.113, 0.118, 0.123, 0.092, 0.083, 0.084, 0.076]}

---

b) ends up most stable, edging out the next structure by 0.0610 hartree.

---

a) {"formula": "C4H11O3", "method": "wB97M-V/def2-TZVPD", "charge": -1, "homo_ha": -0.172, "orbital_gap_ev": 7.06, "symbols": ["C", "O", "C", "C", "C", "O", "H", "H", "H", "H", "H", "H", "H", "H", "H", "H", "H", "O"], "xyz": [[2.9085, 1.7058, 0.0412], [2.4989, 2.8100, -0.6470], [1.6794, 0.9534, 0.6401], [0.7411, 0.2726, -0.2367], [-0.6619, -0.1232, 0.1392], [-3.4514, -0.8563, -0.3280], [3.4818, 2.0533, 0.9177], [3.3884, 0.9655, -0.6803], [1.5152, 1.0250, 1.7554], [0.8071, 1.4542, -0.1024], [1.1295, -0.2324, -1.1081], [-1.1179, 0.4526, 0.9179], [-0.8018, -1.2045, 0.3805], [-1.2101, -0.0273, -0.8005], [-4.3734, -0.9538, -0.3562], [-1.5074, -3.3162, -0.5918], [-2.9327, -2.0038, -0.0282], [-2.0932, -2.9752, 0.0870]], "lowdin_charge": [-0.494, -0.324, -0.003, -0.107, -0.080, -0.336, 0.085, 0.104, 0.155, 0.153, 0.142, 0.080, 0.077, 0.079, -0.104, -0.073, 0.032, -0.385]}

---

b) {"formula": "C4H11O3", "method": "wB97M-V/def2-TZVPD", "charge": -1, "homo_ha": -0.138, "orbital_gap_ev": 7.91, "symbols": ["C", "O", "C", "C", "C", "O", "H", "H", "H", "H", "H", "H", "H", "H", "H", "H", "H", "O"], "xyz": [[2.0628, -0.5481, 0.4099], [2.1992, -0.7367, -1.0099], [0.6595, -0.8701, 0.8616], [-0.4953, 0.0180, 0.1435], [-1.7285, -0.8593, -0.3337], [0.0562, 0.7550, -0.8370], [2.1437, 0.5002, 0.6053], [2.8235, -1.0961, 0.9954], [0.3031, -1.8003, 0.4544], [0.4761, -0.5454, 1.8938], [-0.9647, 0.6765, 0.9082], [-2.6487, -0.9407, 0.2401], [-1.4249, -1.9512, -0.4303], [-2.0231, -0.5352, -1.3442], [1.3337, -0.3853, -1.3063], [-0.2582, 2.3119, -0.5929], [-1.7022, 2.8152, -0.3290], [-0.8121, 3.1915, -0.3289]], "lowdin_charge": [-0.289, -0.119, -0.148, -0.558, -0.077, -0.294, 0.093, 0.105, 0.070, 0.101, 0.101, 0.037, 0.059, 0.059, 0.038, 0.032, -0.013, -0.198]}

---

c) {"formula": "C4H11O3", "method": "wB97M-V/def2-TZVPD", "charge": -1, "homo_ha": -0.136, "orbital_gap_ev": 7.92, "symbols": ["C", "C", "C", "O", "C", "O", "H", "H", "H", "H", "H", "H", "H", "H", "H", "H", "H", "O"], "xyz": [[0.0172, 1.7254, -0.1179], [0.7910, 0.8132, 0.8692], [-0.2270, -0.1709, 1.5594], [-0.2716, -1.3746, 0.8599], [-0.3516, 0.9339, -1.4012], [-0.5525, -0.4183, -1.0979], [-0.8461, 2.2228, 0.3247], [0.6596, 2.5381, -0.4957], [1.4077, 1.3615, 1.5880], [1.4371, 0.1664, 0.2680], [0.0633, -0.3633, 2.6064], [-1.1999, 0.3282, 1.4880], [0.5096, 0.9342, -2.0834], [-1.3102, 1.2935, -1.8039], [-0.4202, -0.7016, -0.0214], [-0.3756, -2.7043, -1.3290], [0.5710, -3.1197, -0.2294], [0.0982, -3.4644, -0.9838]], "lowdin_charge": [-0.214, -0.176, -0.345, -0.231, -0.333, -0.220, 0.086, 0.084, 0.085, 0.110, 0.091, 0.097, 0.092, 0.090, -0.124, 0.001, -0.001, -0.092]}

---

b) ends up most stable, edging out the next structure by 0.0169 hartree.